(1)
Entry from the Open Molecules 2025 dataset: a structure of composition C55H46AsBrF6KN10O8S2 (ωB97M-V/def2-TZVPD).

Results
Charge ... -2
Energy ... -10078.5540 a.u.
2S+1 ... 2
Lowest unoccupied orbital energy (spin up / spin down) ... 3.36 / 2.80 eV
HOMO (spin up / spin down) ... -3.44 / -3.44 eV
Gap between HOMO and LUMO (spin up / spin down) ... 6.796 / 6.243 eV

Structure (XYZ):
```
130
Properties=species:S:1:pos:R:3:forces:R:3:mulliken_spin:R:1
K 0.002 0.079 -0.295 0.084 0.278 -0.496 0.016
O -3.912 5.504 -0.869 -0.235 0.217 -0.204 0.002
C -3.509 5.536 0.427 0.058 0.008 0.114 0.017
C -4.034 6.477 1.306 -0.121 0.091 0.025 -0.009
C -3.608 6.539 2.622 0.014 -0.023 -0.122 0.011
C -2.648 5.649 3.074 0.030 0.055 0.178 -0.006
C -2.117 4.717 2.202 -0.003 0.020 -0.171 0.010
C -2.529 4.640 0.875 -0.152 0.198 0.030 0.005
C -1.882 3.606 0.021 1.281 -0.439 0.656 -0.039
O -0.782 3.143 0.311 -0.230 -0.058 -0.130 0.176
N -2.613 3.270 -1.055 -1.695 0.492 -0.862 0.416
N -2.377 2.340 -1.859 0.941 -0.523 0.038 0.346
C -2.906 1.231 -2.154 -0.412 0.023 0.645 0.023
C -2.370 0.377 -3.193 0.175 -0.760 -0.786 0.014
C -2.856 -0.927 -3.339 0.062 0.439 0.078 -0.008
C -2.244 -1.762 -4.253 0.091 0.101 -0.233 0.006
C -1.193 -1.267 -5.008 -0.184 -0.085 0.084 -0.009
C -0.802 0.052 -4.810 0.169 -0.174 -0.244 0.006
N -1.376 0.858 -3.943 -0.048 0.340 0.364 -0.002
H -4.587 6.177 -1.019 0.126 -0.038 0.179 0.001
H -4.788 7.171 0.948 0.014 0.011 -0.031 0.000
H -4.017 7.294 3.281 -0.042 -0.033 0.038 0.001
H -2.316 5.678 4.101 0.044 -0.007 0.066 0.000
H -1.358 4.021 2.525 0.088 -0.092 0.038 -0.003
H -3.722 0.829 -1.556 0.008 0.216 0.136 0.021
H -3.664 -1.290 -2.722 0.009 0.000 0.183 -0.003
H -2.571 -2.786 -4.362 0.001 -0.058 0.043 0.000
H -0.689 -1.894 -5.729 0.106 -0.013 -0.029 0.000
H 0.022 0.483 -5.364 0.087 -0.053 -0.099 0.000
N 4.558 7.271 -0.457 0.063 0.288 -0.004 0.000
C 4.225 5.919 -0.607 -0.184 -0.233 -0.092 0.000
C 5.178 4.928 -0.373 -0.071 0.005 -0.013 0.000
C 4.860 3.597 -0.566 0.028 -0.008 -0.111 0.000
C 3.589 3.244 -0.981 -0.120 -0.339 -0.492 0.000
C 2.642 4.217 -1.235 0.071 -0.158 -0.040 0.002
C 2.956 5.551 -1.051 0.160 0.147 0.136 0.000
S 3.134 1.522 -1.268 0.224 0.118 0.004 0.001
O 2.346 1.531 -2.476 -0.343 0.062 -0.079 -0.001
O 4.370 0.768 -1.357 0.104 0.177 0.454 0.000
N 2.202 0.983 -0.079 1.396 0.144 -1.911 -0.002
C 2.213 1.503 1.118 0.341 1.040 1.847 0.000
N 1.311 1.016 2.007 -0.355 -0.516 -0.679 0.002
C 1.276 1.546 3.199 0.083 0.336 0.582 0.000
C 2.108 2.585 3.608 -0.063 -0.018 -0.042 0.000
C 2.999 3.017 2.641 -0.078 0.102 0.289 0.000
N 3.067 2.500 1.440 0.221 -0.287 0.058 0.000
H 5.301 7.436 0.208 -0.156 0.028 -0.022 0.000
H 3.756 7.864 -0.291 0.149 -0.034 0.079 0.000
H 6.162 5.218 -0.023 0.089 -0.038 -0.022 0.000
H 5.578 2.815 -0.376 0.093 -0.077 0.056 0.000
H 1.663 3.910 -1.567 -0.199 0.040 -0.052 -0.001
H 2.217 6.320 -1.237 -0.066 0.025 -0.033 0.000
H 0.541 1.133 3.878 0.003 -0.028 0.108 0.000
H 2.068 3.011 4.599 -0.024 -0.026 0.017 0.000
H 3.704 3.823 2.828 0.054 0.082 0.170 0.000
C 5.709 -0.479 -3.976 -0.093 0.107 0.239 0.000
C 4.757 -1.523 -4.456 0.002 -0.018 -0.151 0.000
C 3.731 -1.196 -5.334 0.115 -0.042 0.028 0.000
C 2.782 -2.126 -5.707 -0.090 -0.279 0.087 0.000
C 2.827 -3.417 -5.190 0.491 0.137 -0.067 0.000
N 1.823 -4.335 -5.534 -0.284 0.210 -0.331 0.000
C 1.281 -5.378 -4.823 0.120 -0.209 -0.154 0.000
O 0.711 -6.284 -5.415 -0.257 -0.179 -0.093 0.000
N 1.425 -5.404 -3.468 -0.137 -0.278 0.248 0.000
C 1.715 -4.354 -2.578 0.081 0.451 0.415 -0.001
C 2.405 -4.621 -1.400 -0.136 0.147 -0.212 0.000
C 2.794 -3.559 -0.603 0.022 -0.038 0.039 0.000
C 2.508 -2.271 -1.034 0.273 -0.166 0.290 0.000
N 1.775 -2.025 -2.107 -0.216 0.583 -0.048 0.000
C 1.355 -3.032 -2.837 -0.121 -0.541 0.005 0.000
C 3.887 -3.776 -4.363 -0.008 -0.023 -0.219 0.000
C 4.829 -2.834 -3.998 -0.081 0.062 -0.028 0.000
H 5.861 0.300 -4.721 0.033 0.041 -0.072 0.000
H 6.672 -0.904 -3.700 0.097 -0.046 -0.007 0.000
H 5.274 -0.014 -3.087 0.156 0.085 -0.032 0.000
H 3.656 -0.186 -5.708 0.002 0.153 -0.031 0.000
H 1.984 -1.843 -6.380 -0.139 0.014 0.001 0.000
H 1.440 -4.257 -6.466 0.077 -0.190 0.175 0.000
H 1.137 -6.280 -3.050 -0.043 0.157 -0.232 0.000
H 2.640 -5.642 -1.126 0.042 -0.036 0.008 0.000
H 3.311 -3.726 0.331 0.039 0.031 0.072 0.000
H 2.867 -1.398 -0.511 0.047 0.026 0.272 0.000
H 0.714 -2.778 -3.666 -0.114 -0.085 -0.151 0.000
H 3.961 -4.788 -3.990 -0.028 -0.024 0.003 0.000
H 5.626 -3.119 -3.327 0.094 -0.016 0.090 0.000
O -3.305 1.286 0.947 -0.340 0.948 -1.148 0.019
S -2.596 0.284 1.748 -0.449 -0.570 2.340 0.005
C -3.902 -0.950 2.088 0.146 -0.176 -0.230 0.000
C -3.904 -1.806 3.175 0.058 -0.025 0.088 0.000
C -4.947 -2.705 3.331 0.013 0.058 0.093 0.000
C -5.971 -2.764 2.400 -0.106 0.025 -0.013 0.000
C -5.955 -1.916 1.306 -0.069 -0.005 0.155 0.001
C -4.923 -1.007 1.158 0.146 0.214 -0.134 0.004
C -2.723 0.952 3.449 0.363 0.106 -0.122 0.003
C -3.541 2.035 3.712 -0.109 -0.002 -0.245 0.000
C -3.549 2.609 4.971 -0.066 -0.014 0.076 0.000
C -2.731 2.099 5.967 0.029 0.064 0.093 0.000
C -1.906 1.018 5.702 -0.010 -0.083 0.114 0.000
C -1.897 0.447 4.440 0.018 -0.041 -0.087 -0.001
H -3.106 -1.782 3.901 0.046 -0.035 0.051 0.000
H -4.955 -3.369 4.184 0.051 -0.059 0.053 0.000
H -6.776 -3.477 2.522 -0.023 -0.051 0.009 0.000
H -6.733 -1.975 0.560 -0.068 0.018 -0.065 0.000
H -4.880 -0.329 0.320 -0.055 0.032 -0.106 0.002
H -4.147 2.423 2.906 -0.075 0.100 -0.087 0.000
H -4.190 3.457 5.178 -0.013 0.049 -0.037 0.000
H -2.720 2.555 6.948 -0.022 0.014 0.054 0.000
H -1.262 0.626 6.477 0.076 -0.041 0.015 0.000
H -1.239 -0.380 4.217 0.188 -0.122 -0.004 0.000
Br -4.280 -3.967 -0.871 -0.259 -0.097 -0.302 0.000
C -3.119 -4.034 0.622 -0.128 -0.053 0.055 0.000
C -3.397 -4.935 1.632 0.024 -0.055 -0.130 0.000
C -2.511 -5.042 2.689 -0.061 -0.097 -0.027 0.000
C -1.376 -4.247 2.727 0.075 -0.014 0.265 0.000
C -1.152 -3.309 1.735 -0.066 -0.012 -0.096 0.000
C -2.027 -3.192 0.664 0.132 0.123 -0.271 0.000
C -1.738 -2.213 -0.465 -0.504 -0.871 0.088 -0.002
O -1.246 -2.688 -1.486 0.367 -0.092 -0.320 -0.001
O -2.042 -1.012 -0.257 -1.277 -0.232 -0.305 -0.024
H -4.289 -5.543 1.575 -0.016 -0.056 0.023 0.000
H -2.714 -5.757 3.475 0.063 -0.037 0.073 0.000
H -0.663 -4.355 3.530 0.118 0.065 0.093 0.000
H -0.281 -2.676 1.766 0.241 0.064 0.125 0.000
F 1.554 -2.114 3.046 0.198 -0.256 0.062 0.000
As 2.673 -3.132 3.908 0.041 -1.051 1.203 0.000
F 2.863 -1.898 5.149 -0.025 -0.320 -0.600 0.000
F 2.459 -4.458 2.760 0.042 0.727 0.271 0.000
F 1.314 -3.811 4.856 0.608 0.390 -0.540 0.000
F 3.789 -4.172 4.834 -0.565 0.587 -0.555 0.000
F 4.008 -2.505 2.983 -0.365 -0.122 0.192 0.000
```
Positions in Å, forces in eV/Å.

(2)
Entry from the Open Molecules 2025 dataset: a structure of composition C55H47BrNO3P2RbS (ωB97M-V/def2-TZVPD).

Results
Charge ... -2
Energy ... -6083.5725 a.u.
Lowest unoccupied orbital energy ... 3.35 eV
HOMO ... -1.92 eV
Gap between HOMO and LUMO ... 5.271 eV
Energy above the lowest of the compared OMol25 structures with the same formula, charge and spin ... 0.0 kcal per mole

Structure (XYZ):
```
111
Properties=species:S:1:pos:R:3:forces:R:3:lowdin_charge:R:1
Rb 0.664 -0.993 -0.881 -0.317 -0.260 0.260 0.531
C -3.287 1.044 3.869 -0.001 -0.010 -0.024 -0.027
C -3.141 -0.307 3.219 -0.014 0.048 0.052 -0.247
C -3.807 -1.387 3.794 -0.027 0.018 0.008 -0.037
C -3.804 -2.647 3.218 0.057 0.017 -0.030 -0.085
C -3.120 -2.850 2.030 0.031 0.072 0.043 -0.105
C -2.409 -1.796 1.478 0.014 -0.039 -0.014 -0.124
C -2.393 -0.522 2.051 -0.072 -0.012 -0.066 -0.328
P -1.358 0.691 1.134 -0.217 0.442 -0.030 1.056
C -0.710 1.808 2.460 0.040 -0.159 0.006 -0.318
C 0.192 1.117 3.276 0.045 0.068 0.057 -0.103
C 0.784 1.702 4.384 -0.035 0.048 -0.031 -0.076
C 0.508 3.029 4.672 -0.005 -0.018 -0.015 -0.090
C -0.360 3.733 3.854 -0.001 -0.010 -0.058 -0.067
C -0.990 3.153 2.751 -0.081 0.049 0.029 -0.262
C -1.962 4.015 1.987 0.005 0.010 -0.013 -0.041
C -2.561 1.623 0.118 -0.026 -0.050 0.117 -0.336
C -3.933 1.438 0.273 -0.036 -0.061 0.013 -0.121
C -4.862 2.146 -0.475 0.060 -0.007 0.004 -0.123
C -4.390 3.076 -1.403 0.099 -0.016 -0.007 -0.113
C -3.036 3.268 -1.581 -0.209 -0.032 -0.005 -0.082
C -2.063 2.548 -0.846 0.410 0.042 -0.129 -0.366
C -0.662 2.770 -1.105 -0.291 0.139 0.350 -0.191
H -4.143 1.030 4.543 0.008 0.030 0.021 0.080
H -3.445 1.828 3.126 -0.009 -0.065 0.019 0.062
H -2.404 1.320 4.447 0.018 -0.055 0.026 0.087
H -4.339 -1.230 4.725 0.001 -0.021 0.014 0.115
H -4.317 -3.463 3.710 -0.015 -0.007 -0.012 0.105
H -3.097 -3.827 1.563 -0.014 0.004 -0.016 0.101
H -1.840 -1.974 0.571 0.006 0.024 0.009 0.069
H 0.425 0.084 3.049 -0.021 -0.065 -0.037 0.068
H 1.440 1.117 5.013 -0.002 -0.002 0.018 0.090
H 0.954 3.512 5.533 0.004 -0.004 0.003 0.096
H -0.584 4.770 4.082 0.004 0.003 0.012 0.098
H -2.067 4.975 2.494 -0.014 0.000 -0.011 0.071
H -2.950 3.560 1.907 0.021 -0.003 0.003 0.070
H -1.621 4.198 0.968 0.030 -0.007 -0.009 0.069
H -4.286 0.724 1.010 -0.001 0.015 -0.040 0.094
H -5.922 1.979 -0.335 -0.016 0.009 -0.001 0.081
H -5.090 3.649 -2.003 -0.008 0.015 0.006 0.091
H -2.690 3.990 -2.313 -0.007 -0.003 0.015 0.100
H -0.003 2.529 -0.271 -0.011 -0.044 -0.023 0.008
H -0.438 3.766 -1.492 0.012 -0.079 -0.127 0.057
Br 3.840 -0.836 -1.078 0.344 0.089 0.085 0.711
C 4.281 -2.653 -1.483 -0.162 -0.153 0.062 -0.582
C 5.448 -2.826 -2.165 0.084 -0.206 -0.004 -0.164
C 5.888 -4.140 -2.450 0.013 0.144 -0.042 -0.109
C 5.156 -5.204 -2.020 -0.089 -0.003 0.070 -0.062
C 3.940 -5.020 -1.310 0.006 -0.146 -0.020 -0.186
C 3.207 -6.144 -0.850 0.070 0.037 -0.047 -0.080
C 2.032 -5.954 -0.188 -0.086 0.158 0.078 -0.109
C 1.530 -4.640 0.011 -0.090 -0.255 -0.137 -0.194
C 2.160 -3.480 -0.398 0.327 -0.044 0.057 -0.218
C 3.427 -3.715 -1.041 0.114 0.162 -0.068 -0.259
H 6.034 -1.970 -2.469 0.011 -0.001 -0.002 0.085
H 6.811 -4.289 -2.997 0.005 0.019 0.002 0.091
H 5.492 -6.217 -2.216 -0.004 -0.010 0.011 0.100
H 3.600 -7.139 -1.030 0.009 0.009 -0.013 0.096
H 1.476 -6.809 0.184 -0.017 0.003 -0.003 0.090
H 0.555 -4.583 0.503 0.024 0.025 0.040 0.065
C -3.285 3.239 -5.337 0.062 -0.027 0.024 -0.107
C -3.376 1.978 -4.766 0.010 0.024 0.018 -0.094
C -2.292 1.440 -4.085 -0.050 0.008 0.020 -0.120
C -1.091 2.138 -3.972 -0.026 0.113 0.064 -0.391
C -1.018 3.408 -4.538 0.047 0.062 -0.010 -0.090
C -2.101 3.956 -5.212 -0.031 -0.082 0.011 -0.097
P 0.255 1.309 -3.052 0.149 0.076 -0.671 0.978
C 1.713 2.443 -2.977 -0.082 0.058 0.028 -0.367
C 2.370 2.612 -1.760 0.034 -0.016 0.094 -0.120
C 3.549 3.339 -1.669 -0.032 0.013 -0.090 -0.081
C 4.086 3.936 -2.801 -0.057 -0.013 0.005 -0.101
C 3.441 3.786 -4.022 0.005 -0.021 0.061 -0.091
C 2.276 3.036 -4.106 -0.034 -0.059 -0.100 -0.106
C 0.947 0.329 -4.568 -0.099 0.091 0.194 -0.337
C 2.210 -0.252 -4.418 0.081 -0.113 0.027 -0.130
C 2.705 -1.186 -5.315 -0.102 0.035 -0.049 -0.086
C 1.944 -1.559 -6.418 -0.008 0.052 0.028 -0.112
C 0.696 -0.981 -6.601 0.056 0.008 0.046 -0.105
C 0.205 -0.053 -5.684 -0.117 0.023 -0.131 -0.096
H -4.134 3.667 -5.856 -0.006 0.002 -0.009 0.091
H -4.301 1.418 -4.820 -0.013 0.000 -0.014 0.101
H -2.390 0.467 -3.616 0.009 0.009 0.002 0.114
H -0.113 3.994 -4.435 -0.003 -0.020 0.017 0.094
H -2.021 4.950 -5.635 -0.002 0.012 -0.004 0.094
H 1.954 2.172 -0.862 0.000 -0.018 -0.026 0.087
H 4.045 3.435 -0.711 0.006 0.006 0.013 0.103
H 5.003 4.509 -2.735 0.012 0.000 0.001 0.093
H 3.854 4.236 -4.916 0.010 0.008 -0.005 0.095
H 1.815 2.877 -5.075 0.003 0.012 0.022 0.106
H 2.827 0.017 -3.569 -0.006 0.030 0.033 0.045
H 3.679 -1.629 -5.142 0.012 -0.003 -0.012 0.099
H 2.320 -2.292 -7.121 -0.010 -0.006 -0.006 0.090
H 0.091 -1.254 -7.458 0.002 -0.004 -0.009 0.091
H -0.778 0.377 -5.860 0.104 -0.047 0.039 0.088
N 1.435 -2.057 2.621 0.128 0.172 -0.064 0.103
C 0.895 -2.338 3.885 0.067 0.025 -0.172 -0.336
C -0.257 -3.102 4.015 -0.111 -0.037 0.031 -0.036
C -0.863 -3.267 5.253 0.050 0.067 0.121 -0.058
C -0.327 -2.681 6.393 0.166 0.031 -0.241 -0.273
C 0.841 -1.937 6.267 -0.069 -0.022 -0.009 -0.064
C 1.446 -1.766 5.031 0.006 0.003 0.110 -0.063
S -1.089 -2.896 7.998 -0.036 -0.019 -0.050 0.384
O -2.469 -3.254 7.695 -0.156 -0.009 -0.012 -0.389
O -0.331 -3.967 8.629 0.107 -0.142 0.075 -0.382
O -0.929 -1.607 8.654 -0.001 0.127 0.054 -0.384
H 2.421 -1.839 2.621 -0.027 -0.022 0.027 0.090
H 1.243 -2.705 1.870 0.019 -0.199 0.048 0.029
H -0.698 -3.545 3.131 -0.016 -0.022 -0.024 0.094
H -1.776 -3.839 5.346 -0.017 -0.013 0.011 0.103
H 1.261 -1.470 7.149 -0.008 -0.003 0.028 0.110
H 2.349 -1.168 4.943 0.000 -0.002 0.002 0.102
```
Positions in Å, forces in eV/Å.

So what do the calculations give for largest force on an atom? Going down the list: 0.04764 0.01345 Eh/bohr.